# 1
8
Properties=species:S:1:pos:R:3:forces:R:3 method="wB97M-V/def2-TZVPD" smiles="O=S(=O)(Cl)C(F)(F)F" multiplicity=1 gap_ev=10.26
O -1.791 -0.048 1.449 4.3 1.0 -6.7
S -0.914 0.161 -0.050 -3.7 -0.6 7.5
O -1.394 -0.482 -1.209 -0.5 -0.3 -1.0
Cl -0.742 2.154 -0.363 -0.2 -0.3 0.1
C 0.962 -0.401 0.066 -1.9 3.0 0.3
F 1.053 -1.251 -0.870 0.8 -2.0 -0.9
F 1.200 -0.844 1.269 0.6 0.1 -0.4
F 1.627 0.711 -0.292 0.6 -0.9 0.9


# 2
65
Properties=species:S:1:pos:R:3:forces:R:3 method="wB97M-V/def2-TZVPD" multiplicity=1 gap_ev=8.32
C -1.815 -2.952 -1.593 1.0 -3.3 -0.7
C -0.379 -2.672 -1.000 -3.1 -0.1 -0.5
C -0.431 -2.852 0.478 -4.6 -2.6 3.0
C 0.841 -3.005 1.149 -2.6 1.1 1.9
C 1.576 -1.817 1.034 3.4 1.7 8.1
C 1.518 -1.032 2.600 2.3 0.8 -2.4
H 1.859 -1.778 3.460 -0.6 1.7 -2.0
H 2.252 -0.086 2.386 -1.2 -2.4 1.2
C 0.161 -0.386 2.933 3.4 -2.0 4.2
C -0.055 0.894 2.401 -3.7 10.6 -2.6
O 0.066 2.188 3.001 0.1 -8.1 -2.7
N -0.756 0.985 1.077 3.7 -8.2 5.2
H -0.682 -0.169 0.570 -0.5 5.2 1.3
C -0.837 2.164 0.422 -1.9 0.2 -6.1
C -2.363 2.397 0.090 1.2 -2.3 8.4
N -3.155 1.361 -0.385 0.6 1.1 -2.0
C -4.179 1.730 -1.232 -1.6 6.5 -1.2
C -5.055 0.579 -1.496 0.3 3.4 -3.3
H -5.930 0.954 -1.961 -1.4 -0.1 0.1
H -4.547 0.094 -2.231 1.4 -1.9 -2.5
C -5.001 -0.098 -0.325 -1.1 1.9 10.6
H -5.211 -1.073 -0.176 -0.4 -3.4 -0.2
H -5.733 0.406 0.489 0.8 -0.9 -1.9
C -3.624 0.318 0.473 0.6 -5.3 -13.5
H -2.872 -0.401 -0.063 -1.1 -0.6 3.0
H -3.510 0.550 1.355 0.5 1.6 9.4
H -3.844 2.207 -2.188 0.1 -0.4 0.6
H -4.788 2.768 -0.740 0.9 -2.6 -0.9
H -2.497 3.312 -0.234 -1.0 4.4 -2.7
H -2.749 2.550 1.288 0.6 0.0 -2.5
H -0.386 3.011 0.890 0.1 0.2 0.6
C -0.192 1.875 -1.112 2.7 5.6 5.0
C 1.368 1.809 -0.785 -0.8 -2.0 0.5
C 1.986 0.538 -1.324 2.8 8.2 5.8
C 3.340 0.444 -1.095 -1.0 4.4 1.6
C 4.119 1.672 -0.334 6.4 -16.0 -5.0
C 3.437 2.607 -0.087 -4.8 14.3 9.2
C 2.056 2.773 0.130 -2.4 -4.6 -6.5
H 1.546 3.685 0.242 -0.1 1.1 0.7
H 3.860 3.473 0.717 0.1 -2.1 -2.5
O 5.496 1.261 0.069 -4.9 11.9 1.5
C 5.759 0.104 -0.067 7.2 -11.4 -7.4
C 5.293 -0.546 -1.615 2.9 -1.3 2.1
H 5.661 0.035 -2.420 0.4 1.3 -0.6
O 3.880 -0.539 -1.699 2.7 -3.4 -1.0
H 5.926 -1.571 -1.854 -2.5 1.9 1.1
H 5.638 -0.741 0.543 -1.2 -0.6 2.0
H 7.119 -0.052 -0.252 -3.5 0.6 0.6
H 1.511 0.007 -1.974 -2.9 -3.5 -3.6
O -0.798 0.832 -1.594 12.5 -4.2 -2.2
H -1.614 0.863 -1.611 -12.8 0.9 0.0
H -0.339 2.849 -1.637 -0.1 -0.7 -0.2
H 0.443 -0.200 4.009 -1.2 0.1 -0.6
H -0.510 -1.211 2.905 -1.5 0.1 -0.3
H 1.269 -1.032 0.550 -2.0 3.7 -3.6
H 2.631 -1.734 1.115 1.2 -1.1 -1.1
H 0.641 -3.384 2.135 0.2 0.2 0.9
H 1.305 -3.716 0.708 3.3 -5.2 -3.1
H -1.026 -3.825 0.677 0.9 1.0 -0.4
H -1.091 -2.220 1.284 1.0 -0.3 -3.0
H 0.304 -3.363 -1.532 0.1 0.7 0.6
H -0.214 -1.631 -1.094 0.9 1.1 -1.3
H -2.613 -2.344 -1.308 -1.2 0.9 1.9
H -1.957 -2.751 -2.633 1.0 0.0 -1.3
H -2.113 -4.112 -1.531 0.6 2.6 0.3


# 3
103
Properties=species:S:1:pos:R:3:forces:R:3 method="wB97M-V/def2-TZVPD" charge=+2 multiplicity=1 gap_ev=1.70
Be -3.467 2.850 0.058 -0.2 -0.7 0.0
Be 3.086 1.237 -3.372 0.7 0.5 0.4
C 0.403 1.198 -0.071 -0.9 -1.6 1.3
O -0.293 1.251 0.939 -0.7 0.1 2.1
O 1.255 0.373 -0.336 2.6 -1.9 0.1
O 0.082 1.905 -0.977 -1.1 3.7 -3.8
C -4.912 -1.984 -3.146 0.1 0.6 -0.5
C -4.646 -0.507 -2.886 0.4 0.4 -0.7
C -5.666 0.422 -3.517 0.0 0.8 0.8
O -5.341 1.766 -3.133 0.0 -0.8 -0.7
C -5.987 2.700 -4.002 0.1 -0.1 1.3
N -4.501 -0.366 -1.451 -0.3 0.4 0.2
H -5.898 -2.278 -2.786 -0.1 0.0 0.0
H -4.155 -2.525 -2.579 0.0 -0.4 -0.5
H -4.852 -2.130 -4.225 0.1 -0.6 0.1
H -3.704 -0.183 -3.329 0.2 -0.3 -0.1
H -6.692 0.213 -3.213 -0.2 -0.2 0.2
H -5.646 0.336 -4.604 0.2 -0.2 -0.1
H -5.730 2.532 -5.047 0.1 0.2 0.0
H -5.645 3.652 -3.595 -0.2 0.2 -0.6
H -7.063 2.612 -3.852 -0.2 0.1 -0.2
H -3.703 -0.933 -1.203 0.3 0.1 0.4
H -5.293 -0.906 -1.130 -0.4 0.3 1.1
C -4.867 -1.036 4.945 -0.6 0.0 2.2
C -5.641 0.008 4.087 0.9 -2.1 -0.7
C -6.907 0.549 4.720 -0.3 0.6 0.0
O -7.693 1.201 3.746 -0.7 0.5 -0.6
C -8.849 1.868 4.287 0.7 0.0 0.9
N -4.693 1.083 3.726 -0.7 -0.4 0.5
H -5.533 -1.703 5.492 -0.5 -0.2 -0.4
H -4.374 -0.593 5.810 0.1 0.7 0.0
H -4.086 -1.704 4.580 -0.2 0.4 -1.2
H -5.940 -0.620 3.248 -0.2 0.6 -0.6
H -6.683 1.302 5.475 0.3 0.0 0.5
H -7.486 -0.248 5.185 0.1 -0.2 0.1
H -8.587 2.613 5.037 0.6 0.1 0.3
H -9.468 1.167 4.847 -0.4 -0.2 -0.4
H -9.402 2.484 3.578 0.2 -0.8 -0.6
H -4.664 1.469 4.659 0.6 1.3 0.1
H -3.780 0.658 3.648 0.3 -0.1 -0.3
C 0.401 -5.777 1.324 0.8 -1.4 -0.7
C -0.712 -5.527 0.314 -1.0 0.7 0.8
C -2.046 -6.298 0.700 1.1 -1.0 0.6
O -1.725 -7.641 1.099 -0.3 0.1 -0.3
C -1.545 -8.619 0.071 0.6 0.1 0.4
N -0.983 -4.092 0.331 -0.6 0.4 -0.3
H 0.282 -5.518 2.376 -0.7 0.0 -0.1
H 1.319 -5.279 1.012 0.0 0.2 -0.2
H 0.598 -6.844 1.226 0.3 -0.2 0.6
H -0.374 -5.820 -0.680 0.0 0.0 0.0
H -2.883 -6.331 0.003 0.4 0.3 -0.7
H -2.473 -5.842 1.593 0.2 0.1 0.2
H -1.241 -9.552 0.546 -0.3 0.1 0.3
H -0.691 -8.393 -0.567 0.0 0.4 -0.3
H -2.427 -8.829 -0.535 -0.2 0.3 0.0
H -1.090 -3.804 1.293 -0.3 0.1 0.2
H -0.226 -3.524 -0.021 0.2 -0.2 -0.3
C 3.908 6.997 -1.731 -0.7 0.0 1.1
C 4.203 5.503 -1.926 1.0 0.6 -0.8
C 4.506 4.795 -0.610 1.1 -0.8 -0.9
O 4.899 3.409 -0.868 -0.2 1.5 1.2
C 5.274 2.754 0.367 -0.8 -0.9 -1.2
N 3.179 4.816 -2.667 -1.6 -0.9 0.1
H 3.077 7.093 -1.032 -0.4 0.0 -0.1
H 3.634 7.524 -2.645 0.2 -0.2 0.0
H 4.691 7.539 -1.202 0.4 -0.2 -0.4
H 5.062 5.491 -2.597 0.5 -0.4 0.3
H 3.674 4.880 0.089 -0.3 -0.3 0.1
H 5.365 5.293 -0.160 0.0 0.2 0.1
H 4.413 2.732 1.035 0.0 0.1 0.3
H 6.169 3.082 0.897 0.0 0.6 -0.3
H 5.441 1.735 0.018 0.2 -0.1 0.4
H 2.332 4.751 -2.119 -0.2 -0.3 0.5
H 2.823 5.266 -3.498 0.7 0.3 -0.4
C 8.791 0.061 -5.020 1.5 -0.5 0.1
C 7.395 -0.104 -4.507 -0.1 -0.8 0.7
C 7.287 -1.075 -3.305 -0.1 0.4 -1.3
O 5.928 -1.235 -2.943 0.0 0.9 -0.4
C 5.632 -2.439 -2.281 0.6 0.4 0.5
N 6.868 1.195 -4.133 -0.2 0.4 -0.4
H 8.800 0.637 -5.945 0.0 -0.1 0.0
H 9.254 -0.911 -5.192 -0.1 -0.1 -0.4
H 9.504 0.529 -4.340 -0.3 0.3 0.3
H 6.900 -0.563 -5.363 -0.9 0.2 0.2
H 7.902 -0.696 -2.489 0.0 0.0 0.3
H 7.723 -1.999 -3.686 0.0 -0.4 0.3
H 4.564 -2.452 -2.067 0.0 -0.4 -0.6
H 6.092 -2.435 -1.293 0.3 -0.2 0.1
H 6.060 -3.243 -2.880 -0.6 -0.5 0.2
H 7.515 1.545 -3.441 -0.2 0.0 0.9
H 7.140 1.808 -4.888 -0.6 0.4 -0.6
C 0.468 4.220 4.850 1.8 2.4 -1.1
O -0.174 3.044 5.000 -1.4 -2.4 0.7
H 1.242 4.465 5.577 -0.1 -0.5 0.5
H 1.012 4.149 3.908 0.2 0.7 -0.3
H -0.186 5.093 4.835 -0.3 0.0 -0.1
H -0.178 2.614 4.141 -0.2 -0.2 0.3
C 2.343 -1.332 4.374 -0.4 0.4 2.7
O 3.125 -1.602 3.300 0.8 -0.7 -2.2
H 1.301 -1.643 4.306 -0.3 0.3 -0.4
H 2.710 -1.882 5.241 0.2 -0.1 -0.1
H 2.479 -0.284 4.638 -0.7 0.3 0.2
H 2.695 -1.170 2.558 0.3 -0.1 -0.3


Number 1: HOMO level -11.11 eV. Number 2: HOMO level -7.64 eV. Number 3: HOMO level -12.67 eV.